Record 1
Here is a cluster of 2 separate species, C4H9IN in total in a non-equilibrium geometry from OMol25. Energies are from ωB97M-V/def2-TZVPD.

Element x y z (Å)
H -1.49 2.65 -0.85
H -0.08 0.40 -2.23
C 0.31 0.67 -0.15
C -0.34 1.00 -1.39
C 1.30 -0.26 -0.33
N -1.22 2.01 -1.60
H -1.80 2.04 -2.43
H 1.57 -0.48 -1.38
C 1.94 -0.99 0.76
H 1.81 -0.43 1.72
H -3.33 -2.67 3.44
H 1.25 -1.84 1.00
I -2.94 -1.89 2.13
H 2.90 -1.28 0.49
H 0.12 1.06 0.82

Properties
E = -509.9674 Eh
Net charge = +1
Energy above the lowest of the compared OMol25 structures with the same formula, charge and spin = 22.7 kcal per mole
Frontier orbital gap = 7.383 eV
E_HOMO = -12.71 eV

Atomic partial charges in e from the natural (NBO) method, atoms 1 to 6: 0.43 0.22 -0.37 0.27 0.11 -0.66

Record 2
Here is a cluster of 3 separate species, C3H3Cl2F in total in a non-equilibrium geometry from OMol25. Energies are from ωB97M-V/def2-TZVPD.

Element x y z (Å)
Cl 1.17 2.24 -0.06
C -1.37 -0.26 0.17
C 0.30 -0.43 -0.37
F -1.78 1.05 -0.52
H 0.79 -1.51 -0.33
Cl 2.94 0.02 -0.18
H -2.23 -1.38 -0.13
H -1.09 -0.19 1.81
C 1.26 0.48 -0.38

Properties
E = -1136.1333 Eh
Net charge = 0
Energy above the lowest of the compared OMol25 structures with the same formula, charge and spin = 128.1 kcal per mole
Frontier orbital gap = 9.578 eV
E_HOMO = -9.88 eV

Atomic partial charges in e from the natural (NBO) method, atoms 1 to 6: 0.02 0.00 -0.29 -0.40 0.25 0.02

Record 3
Here is a cluster of 11 separate species, C43H38Br2ClF10I2NO34 in total in a non-equilibrium geometry from OMol25. Energies are from ωB97M-V/def2-TZVPD.

Element x y z (Å)
O 13.22 -0.56 8.27
H -3.28 7.40 2.22
O 3.56 -8.36 0.87
C -4.24 7.43 1.70
O -5.20 4.21 1.57
C -12.25 2.73 -6.41
O 11.42 -1.88 8.55
O 7.38 -3.85 6.26
C 9.40 -2.81 6.30
C 2.35 -1.70 -3.00
C -4.98 1.97 -2.13
C 8.36 -3.43 7.19
H -11.94 0.59 -6.43
F 0.69 -3.23 -3.77
H -6.00 2.62 -3.86
C 2.36 2.30 3.06
N -2.15 2.48 -4.29
H 1.56 -5.19 0.31
O -6.11 1.80 -0.13
H -10.83 4.39 1.34
C -4.95 1.74 -0.80
H 3.16 0.04 1.65
C 8.02 -4.10 5.09
O -5.06 6.37 2.18
I -0.78 1.10 0.14
O 3.53 -3.47 -0.37
H 12.52 0.75 5.93
F 7.81 -2.54 8.05
C 2.45 0.13 2.47
O -10.81 3.77 -0.61
F 14.62 0.92 7.29
C 6.51 -5.99 -1.56
Br -0.45 4.49 -3.25
O 3.23 1.73 3.91
O 1.88 -3.62 -1.88
O -12.76 2.89 -7.73
C -13.85 2.08 -7.84
O -0.46 1.22 -3.24
H 2.03 -0.67 -3.14
H -10.97 2.06 2.10
O 2.72 -6.37 1.53
C -12.67 1.32 -6.08
Cl -3.81 1.22 1.51
C -2.63 1.65 -2.17
O -4.28 5.71 0.20
H -2.98 5.06 -6.99
O 6.78 -4.58 -1.66
O 7.54 -4.69 4.17
C 5.87 -4.04 -2.49
H 7.44 -6.56 -1.48
H -6.12 2.59 0.44
C -3.82 1.91 -2.77
C 12.98 -0.24 6.02
C 6.02 -1.52 3.34
O 1.34 -7.96 0.78
C -2.72 4.85 -4.87
C -1.67 3.80 -4.66
C 1.22 -2.63 -2.67
Br -3.78 5.10 -3.27
O 1.71 1.35 2.32
I -9.14 1.57 -3.74
O 5.10 -5.02 -3.07
F -10.90 2.87 -6.43
H 14.78 -1.05 7.01
H 5.89 -6.18 -0.68
F -9.03 3.80 0.75
F -4.85 8.61 1.97
H 7.19 -3.81 2.33
C 2.63 -7.64 1.04
O -13.88 1.18 -6.83
O -6.92 0.04 -2.50
H -4.40 5.36 -6.02
H 6.40 -6.48 -3.70
C 12.14 -1.27 7.85
C -4.88 5.32 1.34
H 2.90 -2.02 -3.89
H -1.04 3.77 -5.53
C 0.51 -6.88 1.25
F 4.84 -7.23 -2.71
H 2.40 -0.02 4.64
C 7.07 -2.83 1.87
C -6.23 2.29 -2.87
O -12.64 3.00 -1.66
C -3.51 2.10 -4.22
C -7.20 1.12 -2.89
H -12.68 3.49 -5.76
F 8.00 -2.67 0.89
H -12.84 1.16 -5.01
O 3.20 -1.83 -1.85
C 1.49 -5.73 1.26
O 5.81 -0.92 4.35
C -11.87 2.94 -0.76
H -3.25 7.47 -0.24
C 14.02 -0.27 7.13
H -0.34 -6.73 0.60
H 8.71 -4.30 7.76
H 10.40 -2.89 6.70
H -3.89 3.74 -6.33
C -2.59 1.43 -0.85
O 5.74 -2.88 -2.70
C 5.67 -2.55 1.37
H 13.38 -0.54 5.06
C 3.07 0.30 3.84
C -1.55 1.72 -3.22
C -3.54 4.73 -6.13
H 9.19 -1.76 6.09
C -10.36 3.63 0.72
O -14.65 2.15 -8.70
C 2.93 -3.01 -1.28
C -3.78 1.49 -0.19
F 1.58 -0.91 2.41
C -4.18 7.14 0.22
H 4.04 -0.22 3.95
H 5.66 -1.80 0.57
H 0.42 -2.18 -2.09
H -9.99 1.50 0.73
O 12.01 -1.18 6.49
H 0.15 -7.11 2.26
O -11.93 2.05 0.25
O 2.18 3.47 2.95
H -6.70 3.14 -2.39
O 5.05 -2.00 2.55
F 1.21 -4.84 2.25
O 9.26 -3.58 5.10
C 5.76 -6.25 -2.85
H -5.02 7.58 -0.32
C -10.75 2.21 1.05
H 5.15 -3.43 1.03
H -2.19 5.78 -4.97
O 7.25 -1.82 2.86
O -4.26 1.85 -5.12

Properties
E = -11476.7105 Eh
Structure (SMILES) = C[C@@H](Br)[C@@H](Br)N1C(=O)c2c(I)c(Cl)c(O)c(CC(=O)I)c2C1=O.O=C1OC[C@@H](F)O1.O=C1OC[C@@H](F)O1.O=C1OC[C@@H](F)O1.O=C1OC[C@@H](F)O1.O=C1OC[C@@H](F)O1.O=C1OC[C@@H](F)O1.O=C1OC[C@@H](F)O1.O=C1OC[C@@H](F)O1.O=C1OC[C@@H](F)O1.O=C1OC[C@@H](F)O1
Net charge = 0
Frontier orbital gap = 9.013 eV
E_HOMO = -9.34 eV

Atomic partial charges in e from the Löwdin method, atoms 1 to 6: 0.14 0.18 0.18 -0.30 0.16 -0.32

Record 4
Here is a structure of composition C5H6O from OMol25. Energies are from ωB97M-V/def2-TZVPD.

Element x y z (Å)
C -0.96 0.14 -2.35
O 0.32 0.65 -2.12
C 0.37 -0.52 -1.32
H -1.13 -0.10 -3.40
H -1.77 0.62 -1.80
H 1.68 0.70 2.61
H -0.76 -1.02 -1.92
H 1.02 -0.86 3.10
C 0.08 -0.23 0.07
C 0.34 -0.09 1.25
C 0.77 0.09 2.63
H 0.03 0.61 3.24

Properties
E = -269.1289 Eh
Net charge = 0
Energy above the lowest of the compared OMol25 structures with the same formula, charge and spin = 136.4 kcal per mole
Frontier orbital gap = 9.021 eV
E_HOMO = -8.25 eV

Atomic partial charges in e from the natural (NBO) method, atoms 1 to 6: -0.18 -0.51 0.08 0.22 0.21 0.25

Record 5
Here is a structure of composition C7H12AgCl6NiO7P in a non-equilibrium geometry from OMol25. Energies are from ωB97M-V/def2-TZVPD.

Element x y z (Å)
H -4.75 0.76 2.28
H -5.30 1.16 -0.28
O 0.89 0.79 -0.14
O 2.43 4.90 2.69
Cl -4.36 3.09 0.78
P 3.12 3.61 2.17
H -2.06 -1.92 0.19
C 2.32 -1.37 -3.16
C -0.15 1.49 -0.10
H 1.54 -2.10 -3.37
Cl -1.08 -4.72 0.59
O -0.69 1.32 1.02
Cl 1.74 0.31 -3.42
C -4.09 0.47 1.46
Cl 3.09 -3.29 -1.44
H 0.46 -3.60 -0.54
Ni 2.31 2.28 -0.05
H -1.00 -3.59 -1.50
H 2.43 -1.10 -1.00
C -4.38 1.39 0.27
C -0.62 -3.46 -0.48
O 2.05 2.49 1.93
C -0.98 -2.09 0.13
H 3.01 -1.49 -3.99
Cl -4.48 -1.17 1.13
O 3.56 3.65 0.66
H -3.52 1.31 -0.39
H 3.95 -1.08 -1.82
O 0.18 2.66 -0.21
Ag 0.94 0.53 2.39
Cl -0.38 -1.96 1.79
H -0.46 -1.32 -0.44
O 4.37 3.12 2.94
C 2.96 -1.53 -1.85
H -3.04 0.45 1.76

Properties
E = -5558.4197 Eh
Net charge = -1
Energy above the lowest of the compared OMol25 structures with the same formula, charge and spin = 0.0 kcal per mole
Frontier orbital gap (spin up / spin down) = 7.115 / 5.398 eV
2S+1 = 4
E_HOMO (spin up / spin down) = -5.03 / -5.02 eV

Atomic partial charges in e from the natural (NBO) method, atoms 1 to 6: 0.21 0.21 -0.95 -0.85 -0.05 2.44

Record 6
Here is a cluster of 2 separate species, C6H12O in total from OMol25. Energies are from ωB97M-V/def2-TZVPD.

Element x y z (Å)
H -2.97 -1.41 -0.19
H -1.28 -0.35 1.40
C -1.89 -1.44 -0.38
H 3.22 -1.27 -0.28
H 0.99 1.24 1.74
H -2.10 1.21 -1.09
H -1.74 1.87 0.53
H 1.35 0.90 2.30
C -1.17 -0.29 0.31
H 2.87 0.31 0.49
H -1.50 -2.40 -0.03
C 0.07 1.19 -0.57
C 0.25 -0.06 -0.11
C 2.54 -0.41 -0.26
O 1.26 -0.92 0.06
C -1.41 1.16 -0.24
H -1.74 -1.38 -1.47
H 0.72 1.97 -0.96
H 2.54 0.07 -1.25

Properties
E = -310.9539 Eh
Structure (SMILES) = COC1=CC[C@H]1C.[H][H]
Net charge = 0
Energy above the lowest of the compared OMol25 structures with the same formula, charge and spin = 66.1 kcal per mole
Frontier orbital gap = 9.657 eV
E_HOMO = -8.50 eV

Atomic partial charges in e from the natural (NBO) method, atoms 1 to 6: 0.21 0.21 -0.61 0.20 0.00 0.20

Record 7
Here is a cluster of 2 separate species, C3H5FN2O4 in total in a non-equilibrium geometry from OMol25. Energies are from ωB97M-V/def2-TZVPD.

Element x y z (Å)
H 1.47 -0.94 -3.43
H -1.37 -0.87 1.69
O 0.21 -0.51 0.50
C 3.32 -2.04 -0.45
N 2.86 -3.16 -0.26
O 4.32 -1.47 -0.55
F 1.56 -3.51 -0.12
O 0.67 -0.55 -3.00
C -0.05 -0.52 -0.83
H -0.96 -0.08 -1.12
O 2.15 -0.68 -1.21
C -1.00 0.04 1.23
H -1.73 0.63 0.65
N 0.92 -0.56 -1.65
H -0.57 0.62 1.94

Properties
E = -627.2481 Eh
Net charge = 0
Energy above the lowest of the compared OMol25 structures with the same formula, charge and spin = 7.8 kcal per mole
Frontier orbital gap (spin up / spin down) = 6.783 / 7.256 eV
2S+1 = 3
E_HOMO (spin up / spin down) = -6.31 / -9.71 eV

Atomic partial charges in e from the natural (NBO) method, atoms 1 to 6: 0.51 0.21 -0.43 0.78 -0.20 -0.48

Record 8
Here is an isolated molecule of C3H8N6 in a non-equilibrium geometry from OMol25. Energies are from ωB97M-V/def2-TZVPD.

Element x y z (Å)
N -0.42 2.91 0.72
N 0.43 0.71 -0.55
C 1.12 -0.23 -1.16
H -1.30 -2.34 0.14
H -0.23 -0.86 2.16
N 0.38 -2.62 -1.89
H 0.38 3.41 1.49
C 0.37 -1.67 -0.98
N -0.49 -1.60 0.08
N -0.58 -0.56 1.17
N -0.77 1.66 1.28
C -0.15 0.60 0.63
H -0.19 -3.46 -1.32
H 2.02 -0.35 -0.69
H 0.11 2.86 -0.33
H -1.91 1.56 1.38
H 1.23 -0.01 -2.13

Properties
E = -447.4518 Eh
Structure (SMILES) = [H]/N=C1/CN=C(NN)NN1
Net charge = 0
Energy above the lowest of the compared OMol25 structures with the same formula, charge and spin = 90.9 kcal per mole
Frontier orbital gap = 9.545 eV
E_HOMO = -8.93 eV

Atomic partial charges in e from the natural (NBO) method, atoms 1 to 6: -0.69 -0.53 -0.26 0.40 0.41 -0.68

Which value of E does entry 1 give? -509.9674 Eh